A structure of composition C46H39BaBrN8O7PS2 in a non-equilibrium geometry. Source: OMol25; level of theory: ωB97M-V/def2-TZVPD.

The calculation puts the lowest unoccupied orbital energy at 0.071 hartree. As for the charge: -1. Its frontier orbital gap is 6.49 eV. The energy above the lowest of the compared OMol25 structures with the same formula, charge and spin is 0.0 kcal/mol.

Element x y z (Å)
Ba  0.05  0.01  -0.22
Br  4.84  -2.34  -5.78
C  3.80  -1.50  -4.47
C  3.66  -0.09  -4.47
C  2.91  0.52  -3.49
C  2.27  -0.23  -2.52
O  1.73  0.44  -1.58
C  2.32  -1.66  -2.54
C  1.66  -2.58  -1.67
N  0.54  -2.37  -1.01
C  0.03  -3.34  -0.23
C  0.29  -4.72  -0.37
C  -0.16  -5.66  0.56
C  -0.95  -5.27  1.64
C  -1.36  -3.93  1.76
C  -2.20  -3.48  2.78
C  -2.61  -2.15  2.80
C  -2.17  -1.31  1.78
N  -1.34  -1.72  0.84
C  -0.90  -2.97  0.80
C  3.15  -2.26  -3.50
H  4.19  0.45  -5.24
H  2.83  1.59  -3.45
H  2.17  -3.54  -1.57
H  0.89  -5.01  -1.22
H  0.12  -6.70  0.45
H  -1.25  -5.98  2.41
H  -2.54  -4.18  3.54
H  -3.25  -1.76  3.58
H  -2.54  -0.28  1.75
H  3.26  -3.34  -3.50
N  1.94  -6.15  5.64
C  2.10  -5.14  4.73
C  2.01  -5.38  3.35
C  2.20  -4.35  2.43
C  2.49  -3.06  2.88
C  2.67  -2.82  4.26
C  2.46  -3.84  5.16
S  2.72  -1.75  1.70
O  3.01  -2.42  0.44
O  3.74  -0.86  2.21
N  1.37  -0.99  1.53
C  0.95  -0.18  2.55
N  0.26  0.94  2.20
C  0.01  1.80  3.20
C  0.34  1.53  4.51
C  0.92  0.29  4.75
N  1.22  -0.55  3.78
H  1.38  -6.93  5.34
H  1.70  -5.86  6.57
H  1.79  -6.39  3.00
H  2.19  -4.55  1.37
H  2.99  -1.84  4.59
H  2.56  -3.66  6.23
H  -0.43  2.74  2.89
H  0.14  2.23  5.30
H  1.17  -0.09  5.73
O  -4.13  1.54  -0.16
S  -3.28  1.13  -1.25
O  -3.88  0.20  -2.19
O  -2.03  0.61  -0.74
C  -2.90  2.61  -2.15
C  -3.90  2.99  -3.07
C  -3.81  4.23  -3.70
C  -2.74  5.08  -3.42
C  -1.75  4.69  -2.50
C  -1.82  3.45  -1.86
P  -0.65  2.98  -0.57
C  0.74  4.07  -0.88
C  1.44  4.72  0.16
C  2.66  5.35  -0.10
C  3.20  5.35  -1.39
C  2.53  4.68  -2.42
C  1.32  4.03  -2.16
C  -1.59  3.79  0.76
C  -1.62  5.18  0.97
C  -2.40  5.70  2.01
C  -3.15  4.86  2.83
C  -3.14  3.49  2.61
C  -2.37  2.96  1.57
H  -4.73  2.30  -3.25
H  -4.58  4.52  -4.41
H  -2.65  6.05  -3.88
H  -0.94  5.37  -2.27
H  1.03  4.73  1.16
H  3.17  5.84  0.71
H  4.15  5.83  -1.60
H  2.95  4.64  -3.42
H  0.83  3.47  -2.96
H  -1.05  5.84  0.33
H  -2.40  6.76  2.16
H  -3.73  5.28  3.65
H  -3.73  2.82  3.23
H  -2.35  1.89  1.41
C  -0.86  -1.35  -5.86
N  -1.68  -1.73  -4.74
C  -1.45  -1.23  -3.50
N  -2.09  -1.90  -2.46
O  -0.68  -0.24  -3.30
H  -1.47  -1.32  -6.77
H  -0.03  -2.05  -6.00
H  -0.45  -0.37  -5.63
H  -2.17  -2.62  -4.80
H  -3.02  -2.22  -2.68
H  -2.15  -1.33  -1.63

A structure of composition C46H41CdCl2O4P3S2Te. Source: OMol25; level of theory: ωB97M-V/def2-TZVPD.

The calculation puts the lowest unoccupied orbital energy at -0.004 hartree. As for the charge: 0. Its frontier orbital gap is 7.31 eV. The energy above the lowest of the compared OMol25 structures with the same formula, charge and spin is 0.0 kcal/mol.

Element x y z (Å)
Cd  0.79  0.06  1.20
O  0.00  0.71  -4.67
S  0.02  0.07  -3.32
C  0.18  1.41  -2.11
C  1.41  1.75  -1.56
C  1.53  2.91  -0.81
C  0.42  3.72  -0.62
C  -0.82  3.35  -1.14
C  -0.98  2.19  -1.88
P  -2.59  1.68  -2.67
C  -3.33  0.65  -1.34
C  -2.56  -0.04  -0.41
C  -3.12  -0.89  0.53
C  -4.50  -1.07  0.54
C  -5.29  -0.41  -0.39
C  -4.72  0.43  -1.33
C  -3.58  3.23  -2.60
C  -3.71  3.93  -3.80
C  -4.40  5.14  -3.85
C  -4.98  5.65  -2.70
C  -4.87  4.95  -1.50
C  -4.17  3.75  -1.45
C  1.63  -0.73  -3.17
C  2.57  -0.34  -4.11
C  3.79  -1.00  -4.18
C  4.03  -2.06  -3.32
C  3.07  -2.44  -2.38
C  1.86  -1.77  -2.28
P  0.55  -2.14  -1.04
C  -0.63  -3.03  -2.15
C  -1.94  -2.56  -2.28
C  -2.82  -3.17  -3.17
C  -2.40  -4.25  -3.93
C  -1.10  -4.74  -3.79
C  -0.23  -4.13  -2.90
C  1.12  -3.52  0.04
C  2.41  -3.69  0.53
C  2.71  -4.74  1.41
C  1.71  -5.59  1.84
C  0.40  -5.40  1.40
C  0.11  -4.38  0.51
H  2.28  1.13  -1.73
H  2.49  3.18  -0.39
H  0.51  4.65  -0.07
H  -1.67  4.00  -0.97
H  -1.48  0.10  -0.44
H  -2.50  -1.40  1.25
H  -4.95  -1.72  1.28
H  -6.37  -0.55  -0.38
H  -5.34  0.93  -2.06
H  -3.26  3.53  -4.70
H  -4.49  5.67  -4.78
H  -5.52  6.59  -2.73
H  -5.33  5.35  -0.60
H  -4.10  3.22  -0.51
H  2.31  0.45  -4.80
H  4.54  -0.69  -4.90
H  4.97  -2.60  -3.36
H  3.29  -3.27  -1.73
H  -2.27  -1.72  -1.69
H  -3.83  -2.79  -3.27
H  -3.08  -4.72  -4.63
H  -0.77  -5.59  -4.37
H  0.78  -4.51  -2.80
H  3.20  -3.00  0.27
H  3.73  -4.87  1.75
H  1.94  -6.40  2.52
H  -0.39  -6.05  1.75
H  -0.90  -4.25  0.16
Cl  -0.24  2.49  1.73
C  -0.67  2.35  3.42
C  -1.12  3.53  4.00
C  -1.49  3.53  5.33
C  -1.41  2.36  6.06
C  -0.96  1.20  5.46
Cl  -0.89  -0.23  6.45
C  -0.56  1.14  4.11
S  0.01  -0.39  3.47
H  -1.18  4.43  3.40
H  -1.85  4.45  5.79
H  -1.71  2.34  7.10
C  4.39  -2.43  3.93
C  3.54  -1.48  3.11
O  4.39  -0.91  2.09
P  3.83  0.10  1.01
O  2.59  -0.52  0.32
Te  5.53  0.94  -0.31
O  3.06  1.23  1.92
C  3.86  2.06  2.80
C  2.91  2.89  3.63
H  3.76  -2.92  4.68
H  5.19  -1.89  4.43
H  4.83  -3.19  3.29
H  3.14  -0.68  3.73
H  2.71  -2.00  2.65
H  4.53  2.67  2.20
H  4.48  1.42  3.44
H  2.36  3.59  2.99
H  3.46  3.46  4.37
H  2.18  2.26  4.14

A structure of composition C46H41IrN7S2Sb2. Source: OMol25; level of theory: ωB97M-V/def2-TZVPD.

The calculation puts the lowest unoccupied orbital energy (alpha / beta) at -0.219 / -0.251 hartree. As for the charge: +2. The expectation value of S² is 0.76. Its frontier orbital gap (alpha / beta) is 6.50 / 5.94 eV. The energy above the lowest of the compared OMol25 structures with the same formula, charge and spin is 1.5 kcal/mol. Its spin multiplicity is 2.

Element x y z (Å)
Ir  0.09  -0.23  0.25
C  -0.37  2.18  3.18
Sb  -0.97  1.96  1.17
C  -3.07  1.94  1.38
C  -0.61  3.97  0.44
C  -1.91  4.69  0.17
C  -2.59  5.25  1.24
C  -3.82  5.86  1.07
C  -4.39  5.91  -0.19
C  -3.71  5.38  -1.27
C  -2.47  4.77  -1.12
C  -1.77  4.24  -2.32
Sb  -2.02  2.06  -2.54
C  -4.04  1.94  -3.15
C  -1.02  1.76  -4.40
H  -0.82  3.07  3.60
H  0.72  2.25  3.24
H  -0.70  1.31  3.74
H  -3.34  2.60  2.20
H  -3.40  0.93  1.59
H  -3.55  2.31  0.47
H  0.05  3.96  -0.42
H  -0.08  4.44  1.26
H  -2.14  5.22  2.23
H  -4.33  6.30  1.92
H  -5.35  6.39  -0.34
H  -4.14  5.45  -2.26
H  -0.70  4.42  -2.34
H  -2.20  4.64  -3.25
H  -4.16  2.58  -4.03
H  -4.70  2.29  -2.36
H  -4.29  0.91  -3.41
H  -1.74  1.89  -5.21
H  -0.61  0.76  -4.43
H  -0.22  2.49  -4.51
N  2.70  -3.76  9.58
C  2.39  -3.34  8.55
C  2.00  -2.82  7.27
C  0.95  -1.91  7.18
C  0.58  -1.42  5.94
C  1.26  -1.81  4.79
C  2.32  -2.71  4.89
C  2.69  -3.22  6.13
C  0.87  -1.27  3.46
C  -0.40  -1.58  2.98
C  -1.36  -2.39  3.63
C  -2.49  -2.41  2.84
C  -2.18  -1.62  1.71
N  -0.95  -1.12  1.78
C  1.81  -0.46  2.82
C  3.02  0.04  3.37
C  3.56  0.90  2.45
C  2.69  0.91  1.35
N  1.64  0.10  1.56
H  0.43  -1.60  8.08
H  -0.24  -0.71  5.87
H  2.85  -3.02  4.00
H  3.50  -3.93  6.21
H  -1.22  -2.89  4.57
H  -3.42  -2.92  3.02
H  -2.82  -1.43  0.86
H  3.40  -0.20  4.35
H  4.48  1.47  2.53
H  2.79  1.48  0.44
S  5.18  -3.04  -4.50
N  4.30  -3.77  -3.37
C  3.54  -2.85  -2.81
C  2.59  -3.06  -1.74
C  2.34  -4.31  -1.16
C  1.40  -4.39  -0.15
C  0.73  -3.24  0.26
N  0.98  -2.06  -0.28
C  1.89  -1.96  -1.28
C  2.09  -0.63  -1.84
N  1.35  0.38  -1.32
C  1.50  1.60  -1.82
C  2.39  1.90  -2.84
C  3.15  0.88  -3.38
C  3.00  -0.41  -2.87
C  3.74  -1.56  -3.36
N  4.65  -1.53  -4.33
H  2.87  -5.18  -1.51
H  1.17  -5.34  0.32
H  -0.01  -3.27  1.05
H  0.90  2.38  -1.36
H  2.48  2.91  -3.20
H  3.86  1.06  -4.18
S  -1.38  -0.56  -1.64
C  -2.97  -1.34  -1.46
C  -3.06  -2.68  -1.83
C  -4.28  -3.34  -1.73
C  -5.40  -2.67  -1.27
C  -5.31  -1.33  -0.91
C  -4.09  -0.67  -1.00
H  -2.19  -3.20  -2.21
H  -4.35  -4.38  -2.02
H  -6.35  -3.18  -1.20
H  -6.18  -0.80  -0.56
H  -4.02  0.37  -0.71

A structure of composition C46H42BrF3N3O4SbTi in a non-equilibrium geometry. Source: OMol25; level of theory: ωB97M-V/def2-TZVPD.

The calculation puts the lowest unoccupied orbital energy (alpha / beta) at -0.024 / -0.027 hartree. As for the charge: 0. Its frontier orbital gap (alpha / beta) is 6.27 / 6.21 eV. The energy above the lowest of the compared OMol25 structures with the same formula, charge and spin is 17.0 kcal/mol.

Element x y z (Å)
Ti  -0.32  0.54  0.07
O  -2.54  2.30  -3.17
C  -3.59  1.44  -3.18
C  -4.67  1.66  -4.02
C  -5.73  0.77  -4.06
C  -5.73  -0.35  -3.25
C  -4.65  -0.56  -2.41
C  -3.58  0.33  -2.34
C  -2.51  -0.01  -1.32
O  -1.26  0.56  -1.51
N  -3.02  0.43  0.02
N  -2.09  0.17  1.02
C  -2.50  -0.28  2.14
C  -1.66  -0.47  3.31
Br  0.12  0.22  3.26
C  -2.07  -1.04  4.46
C  -3.33  -1.75  4.70
C  -3.85  -1.74  5.99
C  -5.03  -2.41  6.29
C  -5.69  -3.11  5.30
C  -5.17  -3.15  4.01
C  -4.00  -2.47  3.71
H  -2.73  3.02  -3.78
H  -4.67  2.54  -4.66
H  -6.57  0.97  -4.72
H  -6.55  -1.06  -3.28
H  -4.63  -1.44  -1.78
H  -2.40  -1.11  -1.31
H  -3.93  0.01  0.23
H  -3.57  -0.44  2.28
H  -1.41  -0.97  5.31
H  -3.33  -1.20  6.77
H  -5.42  -2.38  7.29
H  -6.60  -3.64  5.53
H  -5.67  -3.72  3.24
H  -3.58  -2.56  2.72
N  1.88  0.60  -0.44
C  2.51  -0.36  0.47
C  1.56  -1.53  0.73
O  1.95  -2.53  1.30
O  0.35  -1.33  0.30
H  1.96  0.25  -1.39
H  2.35  1.50  -0.43
H  2.70  0.13  1.43
H  3.45  -0.78  0.11
C  -1.70  3.85  -0.47
C  -0.91  3.66  0.83
C  -1.93  3.52  1.98
C  -0.10  2.38  0.77
C  0.01  4.85  1.12
C  0.69  4.91  2.33
C  1.53  5.97  2.63
C  1.72  7.00  1.72
C  1.05  6.95  0.51
C  0.21  5.89  0.22
H  -2.36  3.00  -0.61
H  -1.05  3.90  -1.34
H  -2.31  4.76  -0.43
H  -2.67  2.77  1.71
H  -2.44  4.47  2.15
H  -1.45  3.21  2.91
H  0.79  2.48  1.42
H  0.57  4.11  3.05
H  2.05  5.99  3.58
H  2.37  7.83  1.96
H  1.19  7.74  -0.21
H  -0.30  5.88  -0.74
F  0.32  -5.45  -8.20
C  0.41  -4.65  -7.11
C  0.44  -5.24  -5.86
C  0.51  -4.41  -4.75
C  0.55  -3.03  -4.87
C  0.51  -2.48  -6.15
C  0.45  -3.29  -7.28
Sb  0.41  -1.83  -3.09
C  2.14  -2.66  -2.14
C  1.95  -3.84  -1.42
C  2.99  -4.47  -0.78
C  4.25  -3.90  -0.86
F  5.28  -4.51  -0.23
C  4.48  -2.73  -1.54
C  3.42  -2.11  -2.18
C  1.35  -0.12  -3.95
C  0.78  1.14  -3.79
C  1.30  2.26  -4.44
C  2.40  2.09  -5.25
F  2.91  3.16  -5.90
C  3.00  0.86  -5.44
C  2.46  -0.24  -4.79
H  0.41  -6.32  -5.77
H  0.54  -4.88  -3.77
H  0.54  -1.41  -6.28
H  0.43  -2.87  -8.28
H  0.95  -4.26  -1.32
H  2.84  -5.37  -0.20
H  5.48  -2.31  -1.56
H  3.60  -1.18  -2.70
H  -0.09  1.27  -3.16
H  0.85  3.24  -4.33
H  3.86  0.78  -6.09
H  2.91  -1.21  -4.96

Which of these has the highest charge?
C46H41IrN7S2Sb2

What is the formula in the second record?
C46H41CdCl2O4P3S2Te